DFT (the ωB97M-V functional and the def2-TZVPD basis) results for a 2-piece molecular cluster, C28H31N4 overall.

Structure (XYZ):
```
63
Properties=species:S:1:pos:R:3:forces:R:3:lowdin_charge:R:1
C -5.74345 -0.01528 -2.05233 0.42 -0.34 0.23 -0.0375
N -5.34392 -0.35080 -0.67284 0.09 1.06 0.51 -0.1135
C -5.88018 -1.59382 -0.15672 0.34 -0.21 0.26 -0.2248
C -5.46903 -2.81258 -0.69982 0.09 0.66 0.00 -0.0306
C -5.94388 -4.00362 -0.20146 -0.04 -0.31 0.02 -0.0758
C -6.84479 -4.00668 0.84499 -0.10 -0.06 0.11 -0.0770
C -7.27415 -2.80919 1.38528 -0.11 -0.19 0.14 -0.0753
C -6.79964 -1.61353 0.89302 0.45 0.59 -0.49 -0.0152
C -4.02380 0.08513 -0.27673 -0.59 -0.68 -0.18 -0.1574
C -3.79241 1.02973 0.73826 -0.59 -0.35 -0.15 0.0337
C -2.51788 1.41934 1.06694 0.34 -0.01 -0.04 0.0107
C -1.37832 0.89298 0.40672 -0.09 0.01 -0.11 -0.1767
C -0.08539 1.31527 0.81955 0.05 -0.51 -0.41 0.1363
C 1.20786 0.86840 0.43755 0.07 -0.05 0.02 -0.1742
C 2.34991 1.49468 0.99891 -0.37 0.07 0.04 0.0192
C 3.62570 1.11369 0.66430 0.63 -0.32 -0.30 0.0351
C 3.85467 0.09104 -0.27246 0.54 -0.51 -0.20 -0.1519
N 5.17296 -0.34018 -0.68095 0.37 0.76 0.53 -0.1156
C 5.56079 0.00233 -2.06215 -0.52 -0.05 0.29 -0.0356
C 5.70314 -1.59106 -0.17640 -0.51 -0.30 0.24 -0.2302
C 5.29408 -2.80669 -0.72879 -0.06 0.63 0.01 -0.0320
C 5.75175 -4.00167 -0.22339 0.06 -0.33 0.01 -0.0763
C 6.63953 -4.01264 0.83433 0.09 -0.06 0.11 -0.0781
C 7.07214 -2.81879 1.37991 0.11 -0.19 0.12 -0.0755
C 6.60995 -1.61957 0.88436 -0.46 0.61 -0.46 -0.0146
C 2.73597 -0.54744 -0.81852 0.10 0.11 -0.12 0.0196
C 1.46775 -0.19244 -0.46038 -0.15 -0.16 0.04 0.0149
C -1.64210 -0.02168 -0.64022 0.14 0.17 -0.18 0.0139
C -2.90950 -0.42059 -0.95543 -0.13 0.08 -0.03 0.0196
H -5.20793 0.86839 -2.39887 -0.03 0.02 0.11 0.0934
H -5.52384 -0.83917 -2.73127 0.00 -0.06 -0.25 0.0791
H -6.81198 0.18754 -2.09699 -0.01 -0.01 0.12 0.0944
H -4.76690 -2.81128 -1.51420 0.20 -0.05 -0.25 0.1019
H -5.60866 -4.93845 -0.61919 0.06 -0.13 -0.11 0.1077
H -7.21338 -4.93853 1.24160 -0.05 -0.13 0.04 0.1080
H -7.97933 -2.81038 2.19998 -0.12 0.02 0.11 0.1082
H -7.13039 -0.67628 1.30523 -0.08 0.21 0.12 0.1111
H -4.64289 1.45303 1.24664 -0.11 0.05 0.10 0.1258
H -2.37135 2.15048 1.84415 0.00 0.13 0.22 0.1185
H -0.08588 2.10093 1.55935 0.03 0.22 0.22 0.1220
H 2.20393 2.28971 1.71050 -0.01 0.25 0.12 0.1215
H 4.47790 1.59747 1.11199 0.11 0.09 0.07 0.1257
H 6.50808 -0.46880 -2.31883 -0.05 -0.02 0.23 0.1000
H 4.80694 -0.33993 -2.77151 -0.05 -0.04 -0.31 0.0783
H 5.67243 1.08038 -2.16836 -0.02 0.05 0.01 0.0874
H 4.60874 -2.80011 -1.55710 -0.18 -0.05 -0.25 0.1022
H 5.41293 -4.93411 -0.64413 -0.05 -0.12 -0.12 0.1074
H 6.99698 -4.94734 1.23404 0.04 -0.14 0.04 0.1076
H 7.77003 -2.82612 2.20099 0.11 0.03 0.11 0.1080
H 6.94043 -0.68507 1.30347 0.07 0.21 0.11 0.1114
H 2.89261 -1.33947 -1.53059 -0.04 -0.19 -0.05 0.1161
H 0.66705 -0.78818 -0.83815 -0.04 -0.18 -0.10 0.0907
H -0.85033 -0.36353 -1.26982 0.04 -0.13 -0.14 0.0926
H -3.07118 -1.13005 -1.74942 0.04 -0.06 -0.18 0.1220
C 1.36988 6.52186 0.49355 -0.58 0.24 0.02 -0.1370
N 0.61916 5.58362 1.30847 1.96 -0.54 1.69 -0.2427
N -0.66465 5.31628 0.80333 -1.32 0.44 -0.73 -0.0364
H 2.35162 6.71008 0.92283 -0.06 -0.15 0.14 0.0770
H 1.51381 6.11918 -0.50741 0.01 -0.13 -0.07 0.0696
H 0.83734 7.46688 0.40236 -0.02 0.31 -0.19 0.0728
H 0.49103 5.96010 2.25456 0.09 0.03 -0.68 0.1094
H -0.52503 4.88376 -0.09983 -0.10 -0.18 -0.20 0.0620
H -1.08492 4.61279 1.39711 0.00 -0.11 0.02 0.0490
```
Positions in Å, forces in eV/Å.

The value obtained for the highest occupied orbital energy is -10.1 eV. Its total energy is -35490.0152 eV. Its energy above the lowest of the compared OMol25 structures with the same formula, charge and spin is 103.0 kcal/mol. The calculation puts the orbital gap at 4.502 eV. Its charge is +1. The LUMO energy is -0.2061 hartree.